# 1
C21H33N5O4S2 | the ωB97M-V functional and the def2-TZVPD basis

Last column: Mulliken charge in e.
Positions of all 65 atoms, in Å:
O 2.60 -0.85 -6.78  -0.61
O -1.63 2.73 7.86  -0.67
O 2.94 -3.24 -2.93  -0.69
O -0.29 -0.63 4.20  -0.70
N -0.90 -1.35 -3.49  -0.50
S 0.82 0.49 -4.11  -0.26
S -0.03 2.83 1.48  -0.17
C 3.08 -1.53 -5.89  0.27
C -1.13 2.05 6.97  0.65
C 3.22 -2.63 -3.96  0.46
C -1.18 0.18 4.40  0.34
C 0.23 -1.16 -4.13  0.50
C -0.59 0.92 -3.18  -0.25
C -1.38 -0.18 -2.93  -0.53
N -2.42 -0.28 4.62  -0.09
N 2.35 -2.19 -4.92  0.15
N 4.44 -1.57 -5.69  -0.23
N -1.35 2.37 5.70  -0.01
C 0.62 2.12 -0.05  -0.73
C -0.27 0.86 7.35  -0.94
C -3.65 0.48 4.85  -0.82
C 0.89 -2.29 -4.88  -0.68
C -3.81 -0.75 -3.02  -1.81
C -2.51 -1.06 -0.89  -1.57
C -3.10 1.24 -1.68  -1.80
C 0.94 1.87 2.68  -0.91
C 5.81 -3.15 -4.19  -0.78
C 5.72 -1.83 -3.44  -0.79
C 4.61 -2.24 -4.41  0.93
C -2.68 -0.17 -2.14  2.32
C 0.55 2.12 4.14  -0.88
C -0.90 1.71 4.46  -0.29
H -0.81 1.92 -2.84  0.51
H -2.49 -1.29 4.58  0.28
H 4.93 -0.70 -5.89  0.29
H -1.92 3.20 5.58  0.24
H 0.17 2.62 -0.90  0.18
H 1.71 2.26 -0.09  0.49
H 0.39 1.05 -0.09  0.20
H 0.70 0.92 6.85  0.29
H -0.77 -0.06 7.07  0.25
H -0.11 0.87 8.43  0.33
H -3.65 0.89 5.86  0.25
H -4.51 -0.18 4.74  0.33
H -3.73 1.29 4.13  0.27
H 0.49 -2.31 -5.89  0.31
H 0.60 -3.24 -4.40  0.32
H -3.59 -1.78 -3.31  0.38
H -4.76 -0.74 -2.48  0.44
H -3.92 -0.15 -3.93  0.38
H -2.25 -2.08 -1.18  0.39
H -3.44 -1.09 -0.31  0.40
H -1.71 -0.67 -0.25  0.28
H -2.34 1.68 -1.03  0.27
H -4.04 1.20 -1.12  0.43
H -3.25 1.90 -2.54  0.41
H 0.82 0.81 2.45  0.42
H 1.99 2.13 2.55  0.52
H 6.55 -3.23 -5.00  0.27
H 5.65 -4.07 -3.63  0.26
H 6.39 -1.02 -3.74  0.26
H 5.49 -1.87 -2.37  0.26
H 1.24 1.57 4.78  0.25
H 0.68 3.18 4.35  0.39
H -1.52 2.13 3.67  0.56

Calculated values
* net charge: 0
* SMILES string: CC(C)(C)c1csc(CN2C(=O)NC3(CC3)C2=O)n1.CNC(=O)[C@H](CCSC)NC(C)=O
* spin multiplicity: 1
* gap between HOMO and LUMO: 9.1 eV



# 2
C4H12 | the ωB97M-V functional and the def2-TZVPD basis

Last column: Mulliken charge in e.
Positions of all 16 atoms, in Å:
C -0.81 1.73 0.30  -0.56
C -1.27 1.52 1.75  -0.83
H -0.57 2.78 0.13  0.31
H 0.07 1.14 0.05  0.00
H -1.56 1.48 -0.45  0.27
H -0.77 0.68 2.23  0.28
H -2.34 1.34 1.81  0.25
H -1.05 2.38 2.36  0.28
C 1.73 -1.29 -1.12  -0.84
C 0.38 -2.02 -0.90  -0.74
H 1.91 -0.77 -0.19  0.24
H 2.56 -1.98 -1.31  0.31
H 1.72 -0.62 -1.97  0.26
H 0.22 -2.92 -1.50  0.32
H -0.35 -1.32 -1.33  0.20
H 0.14 -2.16 0.15  0.25

Calculated values
* net charge: 0
* SMILES string: CC.CC
* spin multiplicity: 1
* gap between HOMO and LUMO: 12.8 eV



| no. | LUMO level (eV) |
| --- | --- |
| 1 | 0.4 |
| 2 | 1.1 |